The following is a DFT calculation (ωB97M-V/def2-TZVPD) of a molecular structure, C29H24NO4OsS2Te.

Results
2S+1   5
Molar mass   832.48 g/mol
Frontier orbital gap (alpha / beta)   7.6 / 5.6 eV
Charge   +1
LUMO (alpha / beta)   -3.21 / -4.94 eV
Expectation value of S²   6.03

Last column: Mulliken spin population.
Cartesian coordinates (Å):
Os1 0.433 -0.711 1.021  2.245
O1 -1.457 0.071 0.156  -0.052
C1 -2.595 0.039 1.104  0.043
C2 -2.215 -0.897 2.257  -0.018
O2 -3.010 -1.375 2.998  0.034
O3 -0.886 -1.039 2.379  0.094
C3 -2.735 1.413 1.741  -0.074
C4 -3.865 1.675 2.510  0.010
C5 -3.998 2.893 3.154  0.000
C6 -3.007 3.860 3.040  0.000
C7 -1.877 3.598 2.286  -0.008
C8 -1.736 2.372 1.645  0.015
C9 -3.792 -0.441 0.318  -0.038
C10 -4.052 -1.804 0.192  -0.003
C11 -5.087 -2.243 -0.622  0.000
C12 -5.862 -1.326 -1.316  0.001
C13 -5.601 0.034 -1.201  0.011
C14 -4.568 0.476 -0.389  0.014
H1 -1.683 -0.551 -0.555  0.043
H2 -4.632 0.916 2.610  0.000
H3 -4.879 3.088 3.752  0.000
H4 -3.115 4.812 3.545  0.000
H5 -1.098 4.344 2.191  -0.001
H6 -0.846 2.182 1.062  0.075
H7 -3.463 -2.527 0.744  -0.001
H8 -5.292 -3.303 -0.705  0.000
H9 -6.673 -1.670 -1.947  0.000
H10 -6.203 0.751 -1.743  0.000
H11 -4.361 1.535 -0.301  0.013
Te1 -0.390 2.277 -1.962  0.997
C15 -0.478 3.363 -3.733  -0.026
C16 -0.355 4.754 -3.713  0.025
C17 -0.431 5.472 -4.896  -0.037
C18 -0.632 4.810 -6.101  0.073
C19 -0.755 3.427 -6.127  -0.036
C20 -0.679 2.701 -4.948  0.015
H12 -0.203 5.269 -2.773  -0.004
H13 -0.337 6.551 -4.879  -0.002
H14 -0.693 5.375 -7.023  0.004
H15 -0.914 2.913 -7.067  -0.002
H16 -0.778 1.623 -4.965  -0.004
C21 2.728 -4.765 2.808  0.000
O4 1.754 -4.589 1.748  0.013
C22 1.356 -3.395 1.432  0.001
S1 1.993 -1.988 2.196  0.072
S2 0.186 -3.214 0.234  0.294
H17 2.911 -5.830 2.854  0.000
H18 2.314 -4.407 3.748  0.001
H19 3.643 -4.228 2.567  0.002
N1 1.719 -0.233 -0.381  0.049
C23 2.482 0.021 -1.202  0.065
C24 3.396 0.377 -2.227  0.026
C25 4.188 1.519 -2.073  0.033
C26 5.093 1.839 -3.065  -0.006
C27 5.204 1.028 -4.190  0.023
C28 4.404 -0.100 -4.342  -0.009
C29 3.494 -0.436 -3.360  0.025
H20 4.089 2.133 -1.188  0.003
H21 5.710 2.721 -2.966  0.000
H22 5.926 1.277 -4.957  0.001
H23 4.491 -0.713 -5.228  0.000
H24 2.866 -1.312 -3.455  0.001